No. 1
This record from the Open Molecules 2025 dataset describes the ion C5H7INO2S with charge +1. The level of theory is ωB97M-V with the def2-TZVPD basis set.

```
17
Properties=species:S:1:pos:R:3:forces:R:3
I 4.026830 1.001083 -1.173237 -0.985 -0.596 0.589
S -2.409735 -1.546836 0.139494 2.808 0.048 0.900
O -0.443076 1.885636 -0.224934 0.055 -1.645 -1.017
O 2.171341 1.529831 1.072397 0.418 -4.468 -3.519
N 0.081631 -0.589135 -0.015199 -0.735 -1.924 1.781
C -0.783105 0.521428 -0.503124 -3.452 0.930 -0.009
C -0.593112 -1.704132 0.316998 -0.521 2.188 -0.754
C 2.386534 0.630144 0.223553 -0.585 3.510 2.813
C 1.561815 -0.736871 0.158804 1.760 -0.554 0.389
C -2.233050 0.327818 0.214004 0.633 -1.280 -0.890
H 1.721454 -1.258377 1.180104 -0.182 1.152 -1.517
H 1.986283 -1.486818 -0.613482 -0.742 1.644 0.909
H 0.072117 -2.565743 0.652642 -1.569 0.832 -0.590
H -3.074137 0.651879 -0.483446 1.255 0.104 1.129
H -1.008248 0.234388 -1.587196 0.775 0.864 0.964
H -2.294296 0.696996 1.289738 0.119 -0.391 -1.568
H -1.169245 2.408709 -0.647116 0.947 -0.414 0.389
```
Positions in Å, forces in eV/Å.

Results
DFT total energy ... -29809.83591 eV
LUMO ... -5.2627 eV
Net charge ... +1
HOMO-LUMO gap ... 7.76 eV

No. 2
This record from the Open Molecules 2025 dataset describes an isolated molecule of C5H7NO. The level of theory is ωB97M-V with the def2-TZVPD basis set.

```
14
Properties=species:S:1:pos:R:3:forces:R:3
O 0.402276 -0.837582 -1.728240 0.155 -0.240 0.103
N 0.093898 0.424044 0.280633 -0.084 -0.222 0.268
C -0.251301 -0.014679 1.470908 0.214 0.237 -0.060
C -0.491490 -0.490798 -0.718025 -0.252 0.143 0.182
C -0.977550 -1.284910 1.534935 0.133 0.151 -0.512
C 0.896491 1.574363 -0.073635 0.034 0.129 0.005
C -1.050271 -1.557878 0.195631 -0.186 -0.139 0.054
H 0.859917 -1.641498 -1.448910 0.008 0.091 -0.050
H 1.618110 1.279708 -0.841366 -0.122 0.047 0.118
H 0.271347 2.382805 -0.463805 0.082 -0.082 0.026
H -1.530161 -2.425405 -0.261240 0.073 0.169 0.082
H 0.033004 0.611267 2.321701 -0.013 -0.169 -0.118
H 1.431846 1.924124 0.812037 -0.099 -0.036 -0.135
H -1.307002 0.072511 -1.193553 0.057 -0.079 0.037
```
Positions in Å, forces in eV/Å.

Results
DFT total energy ... -8832.47607 eV
SMILES ... CN1C=C=C[C@@H]1O
LUMO ... -0.1312 eV
Net charge ... 0
HOMO-LUMO gap ... 7.37 eV

No. 3
This record from the Open Molecules 2025 dataset describes a structure of composition C22H50BeBrCaCl2F2N3O9S2. The level of theory is ωB97M-V with the def2-TZVPD basis set.

```
93
Properties=species:S:1:pos:R:3:forces:R:3
Br -2.293369 -4.943922 -2.019472 -1.741 0.103 0.320
Ca 0.744223 1.702988 -1.042992 2.757 1.450 0.347
Cl 0.306596 -5.358428 -5.813333 0.069 0.124 0.070
Cl -2.298140 -6.310040 -6.712714 -0.117 0.026 -0.014
S 2.988137 -1.333513 1.299768 5.632 5.436 -1.235
S 0.186389 -0.583205 1.438263 -1.915 2.471 5.433
F 2.402318 -3.614928 -0.097009 1.171 0.901 2.720
F 3.444223 1.960352 0.773255 -1.619 0.440 -1.162
O -3.816142 -1.589956 2.205481 0.277 -0.631 -0.237
O 7.969984 -2.591785 2.842910 0.818 -0.815 -1.000
O 4.336288 -0.918990 2.009031 -5.391 -2.595 -1.464
O 0.215882 0.248378 0.132562 -0.740 -3.053 1.602
O -4.850551 0.419169 6.738113 -0.123 0.148 -0.268
O -0.801939 0.178013 2.405931 3.677 -2.964 -3.437
O 9.104662 -4.173416 1.825476 -0.344 0.659 -0.005
O 3.072609 -0.755055 -0.133070 -1.837 -2.629 3.518
O 8.555001 -2.281902 0.642842 0.087 -1.085 1.419
N 1.707115 -0.680999 2.290381 -1.478 -1.527 -3.579
N -0.669559 4.874071 -4.262947 0.114 -0.218 -0.227
N -2.493369 -2.484836 -3.201112 7.504 6.418 -0.776
C 7.336387 -1.314157 2.823751 -0.439 0.745 -0.121
C 2.232473 -3.963742 2.424558 -0.500 -0.365 0.148
C -1.891200 4.215706 -3.800657 0.111 0.070 0.116
C 3.028480 -3.213224 1.203520 -0.374 -2.520 0.202
C 9.750639 -4.679284 0.658723 0.188 -0.157 -0.318
C -3.917302 0.472190 8.952947 -0.153 0.191 0.272
C -3.782031 -1.586901 7.521093 -0.112 -0.322 -0.087
C -4.424539 -0.895124 3.152966 -0.768 0.187 0.669
C -1.429553 -1.810614 -3.260793 -7.223 -4.529 0.446
C -1.546150 7.027492 -5.329610 -0.179 0.223 -0.121
C -2.897269 5.055629 -3.017734 -0.301 0.018 0.138
C -0.147105 -0.997794 -3.332790 -0.941 -0.561 0.163
C -0.631652 -2.250405 1.103992 -1.524 -0.250 -1.566
C -4.615521 -0.372930 7.899511 0.686 0.067 -0.056
C -0.818640 5.694607 -5.469052 0.267 -0.002 -0.171
C -1.096507 0.463573 -5.189081 -0.041 0.304 -0.186
C -0.461928 0.423854 -3.802515 -0.233 0.070 -0.156
C 8.544279 -2.947906 1.666251 -0.290 0.667 -0.143
C -1.418560 -5.454960 -5.439783 -0.160 0.007 0.328
C 0.587924 4.546844 -2.122117 0.029 0.130 0.351
C -4.938491 0.399994 2.499608 -0.394 1.427 -0.530
C 0.162124 5.502906 -3.232432 -0.276 -0.304 -0.311
Be -4.493369 -3.237166 -2.503282 2.969 -0.963 0.412
H -2.957759 0.848343 8.580776 -0.028 -0.173 -0.002
H -2.422735 5.664980 -2.242030 -0.035 -0.054 -0.112
H -5.655777 0.196489 1.694426 0.236 -0.210 0.194
H -3.736337 -0.104433 9.865306 0.023 0.085 -0.083
H -1.548821 -5.990289 -4.496145 0.077 0.140 -0.344
H -0.261083 4.227768 -1.510448 -0.234 0.102 0.107
H 1.784811 -4.999110 2.052532 1.131 2.262 0.511
H 1.080732 5.876483 -3.699512 -0.239 -0.053 -0.118
H -3.473088 5.712215 -3.672698 0.124 0.002 0.134
H 2.929283 -4.209962 3.349690 -1.276 0.781 -2.125
H 10.575805 -4.024806 0.359833 -0.263 -0.029 -0.055
H -2.622573 6.891460 -5.212948 0.083 0.065 0.060
H -3.615205 4.396636 -2.516942 0.075 0.076 -0.051
H 1.079162 3.657346 -2.530250 0.205 0.092 -0.426
H -3.989881 0.713333 6.396421 -0.328 -0.144 0.198
H -0.441497 -0.002825 -5.933829 -0.098 0.075 0.159
H 8.064978 -0.525063 2.611323 -0.118 -0.182 -0.100
H -1.138328 0.910237 -3.088990 -0.145 -0.051 0.065
H 9.032797 -4.797766 -0.159352 0.170 0.189 0.088
H -1.605031 3.363142 -3.172064 0.112 -0.014 0.059
H 4.159498 -3.593518 1.216661 -2.512 1.333 -0.421
H -1.277218 1.499014 -5.494714 0.076 -0.155 0.009
H -5.590928 -0.699149 8.276511 0.034 0.161 -0.225
H 0.464066 1.009000 -3.818599 0.203 -0.075 -0.104
H -4.523084 1.348835 9.206503 0.028 -0.177 -0.010
H 1.300877 5.045677 -1.455799 -0.109 -0.184 -0.084
H -2.061486 -0.052800 -5.206961 0.174 -0.001 0.089
H -1.767877 -1.997336 0.838833 2.475 -0.229 0.761
H -0.166422 -2.721735 0.137635 -0.531 0.702 2.087
H -3.597044 -2.225308 8.390495 0.025 0.048 -0.107
H 10.162304 -5.663176 0.900193 -0.191 0.227 0.233
H 0.550464 -1.485308 -4.022417 -0.189 -0.093 0.131
H 6.911796 -1.132407 3.814904 0.156 -0.314 -0.161
H -0.674189 -2.963706 2.031332 0.555 1.752 -1.751
H -1.311499 5.104333 -6.251913 0.014 -0.086 0.268
H -1.173799 7.620304 -4.489820 -0.040 -0.060 -0.065
H -5.453248 1.013894 3.247911 0.069 -0.196 0.091
H -2.407390 3.756110 -4.653182 0.263 0.192 -0.044
H -4.291258 -2.179113 6.753222 0.009 0.067 0.155
H -3.834159 -0.564874 4.021878 0.838 0.121 -0.266
H 0.317940 -0.971596 -2.341677 -0.095 -0.463 0.030
H -2.817631 -1.283728 7.098161 -0.041 0.056 0.152
H -1.397859 7.622640 -6.238226 -0.001 -0.101 0.142
H -5.304183 -1.338301 3.645281 -0.203 -0.559 -0.414
H -4.120409 1.004277 2.087787 -0.040 -0.330 0.111
H -0.335891 6.370059 -2.784034 0.086 0.023 0.195
H 6.522042 -1.298024 2.092207 0.295 0.097 0.150
H 0.184043 5.897865 -5.865848 -0.021 -0.103 0.210
H 1.330206 -3.323917 2.808361 1.918 -1.117 -0.735
H -1.819962 -4.442773 -5.348221 0.135 -0.287 -0.087
```
Positions in Å, forces in eV/Å.

Results
DFT total energy ... -187540.84743 eV
LUMO ... -4.8266 eV
Net charge ... 0
HOMO-LUMO gap ... 2.69 eV

No. 4
This record from the Open Molecules 2025 dataset describes a structure of composition C5H7NO. The level of theory is ωB97M-V with the def2-TZVPD basis set.

```
14
Properties=species:S:1:pos:R:3:forces:R:3
O 4.212627 0.116376 -0.115787 -3.257 -2.058 5.554
N 0.580129 0.161438 0.170521 -1.881 2.964 -1.380
C -2.226326 -0.164658 -0.054702 2.824 -0.415 1.862
C -1.712959 1.111268 0.143116 1.410 1.985 -3.271
C -1.377696 -1.269466 -0.002086 1.521 0.211 -0.636
C -0.308722 1.297122 0.004004 -0.504 -2.181 1.311
C 0.056686 -1.073202 0.098013 -0.458 1.782 -0.555
H 3.295840 -0.166384 -0.417460 1.423 0.715 0.063
H -3.248439 -0.195377 -0.084905 -2.458 -0.823 -0.442
H -0.007075 2.356858 -0.265888 0.596 -1.736 0.793
H 3.913509 -0.154978 1.088856 1.729 1.440 -5.597
H -1.742882 -2.254336 -0.228935 -0.175 -0.272 0.174
H 0.932017 -1.755172 -0.101202 -1.769 -0.252 0.750
H -2.366711 1.990510 -0.233542 0.998 -1.360 1.373
```
Positions in Å, forces in eV/Å.

Results
DFT total energy ... -8833.03194 eV
LUMO ... 0.5281 eV
Net charge ... 0
HOMO-LUMO gap ... 10.23 eV